(1)
The following is a quantum chemistry calculation of a cluster of 2 separate species, C4H8S in total in a non-equilibrium geometry, from OMol25.

Geometry as XYZ:
```
13
Properties=species:S:1:pos:R:3
S 1.555 1.309 -1.723
C -0.076 0.143 0.122
C 0.343 -1.241 0.329
C -0.819 -0.895 -0.591
C -0.439 1.270 0.982
H 1.247 -1.608 -0.130
H -0.666 -1.023 -1.651
H -0.865 2.081 0.389
H -1.836 -1.100 -0.275
H 0.423 1.642 1.531
H 2.185 0.166 -1.981
H 0.145 -1.686 1.297
H -1.197 0.942 1.701
```

Summary:
Calculated total energy (eV): -15109.690
Largest force on an atom (eV/A): 2.74
ΔE to the lowest compared entry with this formula, charge and spin (eV): 2.696
E_HOMO (alpha / beta) (eV): -8.385 / -8.385

***

(2)
The following is a quantum chemistry calculation of a structure of composition C3H3IO in a non-equilibrium geometry, from OMol25.

Geometry as XYZ:
```
8
Properties=species:S:1:pos:R:3
I -2.284 -0.401 1.333
O 0.196 -1.220 -0.241
C 0.473 -0.169 -1.066
C -0.186 -0.253 0.762
C 0.197 0.807 -0.198
H 0.528 -0.223 1.674
H 0.823 -0.387 -2.075
H 0.253 1.847 -0.190
```

Summary:
Calculated total energy (eV): -13305.193
Largest force on an atom (eV/A): 2.23
ΔE to the lowest compared entry with this formula, charge and spin (eV): 0.957
E_HOMO (eV): -9.175

***

(3)
The following is a quantum chemistry calculation of a cluster of 9 separate species, C52H85B2N8O2 in total in a non-equilibrium geometry, from OMol25.

Geometry as XYZ:
```
149
Properties=species:S:1:pos:R:3
O -5.014 -0.229 2.402
O -6.048 1.789 1.403
N 0.159 7.210 -2.050
N -3.013 0.935 6.388
N 4.867 4.970 -4.399
N -4.816 -3.742 -4.798
N 5.874 3.507 -0.170
N -5.371 3.454 -2.368
N -0.051 5.026 2.838
N 7.644 -0.076 5.222
C -3.678 -3.675 -5.556
C 7.301 2.005 -0.957
C -1.386 -5.171 -2.177
C -0.503 3.079 1.882
C -2.836 -5.407 -0.021
C -0.070 -3.297 -3.462
C -1.183 -3.633 -2.404
C -2.815 -5.483 -1.587
C -6.415 -1.780 -0.185
C -4.757 4.512 -2.984
C 6.772 5.387 -5.451
C 7.904 -1.418 5.309
C 5.988 1.620 -1.327
C 0.588 -3.890 4.057
C -5.191 5.049 -0.844
C -5.185 -4.973 -6.602
C -4.623 -3.562 0.131
C 2.973 -3.383 2.191
C -4.284 -5.042 0.499
C 0.304 8.856 -0.576
C 5.129 2.567 -0.829
C 2.093 -1.912 0.321
C 7.066 4.803 -4.191
C -3.878 -4.429 -6.685
C 0.495 3.738 1.120
C 1.393 -1.427 -2.510
C 7.096 -2.062 4.407
C 2.494 -1.930 1.859
C -1.588 0.629 4.719
C 6.675 0.142 4.281
C -0.135 -4.765 2.971
C -0.823 3.899 2.934
C -5.737 -4.534 -5.425
C -0.097 7.556 -0.753
C 0.828 9.309 -1.815
C 0.751 4.939 1.732
C 6.317 -1.073 3.755
C -3.678 1.270 5.238
C -2.820 1.087 4.184
C -4.634 5.521 -2.062
C 2.791 -0.942 -1.944
C 3.207 -3.671 3.713
C 5.407 5.474 -5.552
C 2.022 -4.394 4.449
C 7.200 3.175 -0.247
C 2.779 -0.694 -0.392
C -5.635 3.769 -1.064
C 1.309 -2.969 -2.738
C 0.727 8.269 -2.704
C 5.871 4.555 -3.566
C -5.979 -3.027 0.713
C -1.737 0.547 6.081
B -7.140 -0.582 0.686
B -6.024 0.357 1.530
H -6.814 -3.757 0.657
H -0.940 2.114 1.681
H 3.835 -0.585 -0.049
H 0.123 -4.171 -4.118
H -3.164 -4.573 -7.480
H 6.326 1.138 4.066
H -0.358 -2.383 -4.029
H -3.809 -2.914 0.542
H -1.530 3.777 3.738
H 0.997 -1.882 0.168
H -2.133 -4.635 0.362
H -3.566 -4.793 -2.023
H -0.036 -3.981 4.981
H -0.072 5.798 3.479
H 0.528 -5.114 2.153
H 3.278 -1.170 2.082
H 4.056 2.653 -0.887
H 5.648 4.120 -2.603
H -5.666 -5.616 -7.322
H 1.585 -1.615 2.412
H 7.068 -3.126 4.236
H -5.477 -1.373 -0.639
H -0.838 -3.178 -1.443
H -5.263 2.171 1.820
H 1.433 5.735 1.478
H -7.966 -1.028 1.460
H 4.077 -4.375 3.767
H 0.231 9.419 0.341
H 5.704 0.747 -1.894
H 3.887 4.913 -4.196
H -5.305 -0.147 3.314
H -2.829 -3.099 -5.227
H 4.775 5.850 -6.340
H 2.101 -3.272 -3.462
H -0.040 6.315 -2.458
H -7.122 -2.130 -0.983
H 8.095 0.636 5.765
H 2.264 0.265 -0.139
H -4.954 -3.279 -3.916
H 0.971 3.374 0.223
H 1.340 -3.562 -1.800
H -3.115 -6.522 -1.866
H 3.970 -3.496 1.692
H 2.144 -4.156 5.536
H 8.639 -1.795 6.001
H 0.561 -2.805 3.808
H 8.217 1.485 -1.186
H 5.505 4.315 0.297
H 7.953 3.796 0.209
H -5.827 -2.640 1.747
H -6.115 3.057 -0.409
H 2.965 0.058 -2.421
H -4.326 -5.177 1.603
H -6.702 -4.715 -4.982
H -1.318 -5.747 -3.126
H 5.577 -1.234 2.988
H 8.043 4.589 -3.788
H -4.464 4.456 -4.020
H -3.051 1.262 3.146
H -5.594 2.579 -2.804
H -5.014 -5.751 0.033
H 1.274 -0.909 -3.494
H 2.087 -5.508 4.397
H -0.543 6.851 -0.070
H 1.233 10.285 -2.030
H -4.634 -3.373 -0.969
H 3.552 -2.761 4.259
H -0.492 -5.687 3.489
H -4.192 6.489 -2.242
H 0.554 -1.042 -1.880
H -2.166 -3.167 -2.642
H -7.690 0.154 -0.105
H -0.694 0.386 4.167
H -5.258 5.587 0.089
H -1.048 0.247 6.854
H -0.598 -5.533 -1.475
H 7.480 5.705 -6.199
H -2.582 -6.390 0.448
H 2.310 -4.117 1.687
H 2.500 -2.832 -0.164
H 1.009 8.192 -3.741
H -4.702 1.607 5.268
H -3.401 0.968 7.312
H -0.994 -4.212 2.528
H 3.626 -1.593 -2.281
```

Summary:
Calculated total energy (eV): -72671.195
Largest force on an atom (eV/A): 1.83
Total charge: -1
E_HOMO (eV): -4.365

***

(4)
The following is a quantum chemistry calculation of a cluster of 2 separate species, C6H12NO in total in a non-equilibrium geometry, from OMol25.

Geometry as XYZ:
```
20
Properties=species:S:1:pos:R:3
O -2.813 -1.106 0.022
N -1.008 0.642 -0.437
C -1.063 1.880 0.388
C 0.919 -0.692 0.309
C -0.503 -0.412 0.432
C 3.170 0.044 -0.537
C -1.588 -1.572 0.254
C 1.796 0.123 -0.414
H -0.067 2.145 0.770
H 1.344 0.780 -1.162
H -1.419 2.723 -0.211
H -0.683 -0.138 1.519
H -0.610 -0.779 -1.749
H -1.714 1.752 1.259
H 3.602 0.650 -1.325
H 3.817 -0.680 -0.055
H -1.963 0.301 -0.652
H -1.512 -2.236 1.155
H 1.419 -1.299 1.060
H -1.124 -2.125 -0.626
```

Summary:
Calculated total energy (eV): -9947.955
Largest force on an atom (eV/A): 2.32
ΔE to the lowest compared entry with this formula, charge and spin (eV): 5.391
Total charge: -1
E_HOMO (eV): -2.481